(1)
The following is a quantum chemistry calculation of a molecular structure, C19H17ClN2O4S, from the Open Molecules 2025 dataset.

Calculated values
- E_HOMO (eV) = -9.16
- energy above the lowest of the compared OMol25 structures with the same formula, charge and spin (eV) = 15.275
- strongest force on any atom (eV/A) = 17.726
- charge = 0

Last column: natural (NBO) charge in e.
Geometry (Å):
O -1.550 -2.819 -0.515  -0.601
C -1.167 -1.675 -0.342  0.597
N -1.862 -0.503 -0.805  -0.606
H -1.706 0.296 -0.484  0.376
C -3.239 -0.911 -1.656  -0.172
C -4.499 -0.488 -0.579  -0.072
C -5.316 0.599 -0.679  -0.062
C -6.304 1.008 -0.109  -0.337
C -6.561 0.135 0.967  0.054
N -5.727 -1.009 1.272  -0.376
C -4.825 -1.011 0.476  0.000
H -4.291 -2.004 0.565  0.152
H -7.295 0.086 1.650  0.192
H -6.891 1.940 -0.091  0.248
H -5.024 1.372 -1.802  0.126
H -3.316 -0.115 -2.257  0.212
H -3.279 -1.942 -1.771  0.255
C -0.175 -1.349 0.543  0.088
C 0.924 -1.959 1.005  -0.176
C 1.698 -1.120 1.787  -0.336
C 1.217 0.086 1.304  0.373
O 0.016 0.112 0.822  -0.413
C 1.767 1.557 1.739  -0.602
H 2.763 1.493 2.118  0.245
H 1.189 2.131 2.202  0.221
S 1.626 2.516 0.171  2.081
O 0.151 2.574 0.016  -0.944
O 2.454 3.785 0.291  -0.901
C 2.018 1.466 -1.156  -0.648
C 3.303 0.625 -0.835  -0.119
C 3.259 -0.605 -1.132  -0.193
C 4.299 -1.517 -0.835  -0.168
C 5.475 -0.844 -0.131  0.027
C 5.464 0.364 0.002  -0.313
C 4.368 1.193 -0.353  -0.133
H 4.461 2.532 -0.183  0.262
H 6.388 0.961 0.281  0.240
Cl 6.792 -1.828 0.595  -0.029
H 4.291 -2.517 -0.831  0.218
H 2.265 -1.063 -1.420  0.222
H 1.322 0.843 -1.435  0.245
H 2.201 2.334 -1.770  0.262
H 2.508 -1.457 2.259  0.238
H 0.807 -3.276 1.103  0.267

(2)
The following is a quantum chemistry calculation of CH3N3S2 in the gas phase, from the Open Molecules 2025 dataset.

Calculated values
- E_HOMO (eV) = -7.88
- energy above the lowest of the compared OMol25 structures with the same formula, charge and spin (eV) = 0.306
- strongest force on any atom (eV/A) = 1.603
- charge = 0
- structure (SMILES) = c1ns[nH]s[nH]1

Last column: natural (NBO) charge in e.
Geometry (Å):
C 0.756 -0.524 0.849  0.238
N -0.179 -1.366 0.669  -0.681
S -1.555 -1.193 -0.137  0.671
N -1.464 0.456 -0.684  -0.956
S 0.096 0.904 -1.276  0.515
N 0.916 0.699 0.226  -0.761
H 1.560 -0.662 1.557  0.175
H -2.017 0.794 -1.452  0.401
H 1.888 0.893 0.248  0.400

(3)
The following is a quantum chemistry calculation of a molecular structure, C26H14Cl5N4NaO2S4Se, from the Open Molecules 2025 dataset.

Calculated values
- E_HOMO (eV) = -0.29
- energy above the lowest of the compared OMol25 structures with the same formula, charge and spin (eV) = 1.041
- strongest force on any atom (eV/A) = 2.031
- charge = -2

Last column: natural (NBO) charge in e.
Geometry (Å):
Na 0.717 -0.671 -0.371  0.814
Se 5.806 3.371 4.175  0.839
N 4.132 2.786 4.422  -0.652
C 3.708 2.254 3.278  0.220
C 2.400 1.712 3.081  -0.189
C 1.430 1.713 4.093  -0.126
C 0.180 1.225 3.813  -0.251
C -0.080 0.739 2.527  0.114
N 0.816 0.702 1.572  -0.457
C 2.043 1.170 1.818  0.257
C 3.014 1.136 0.754  0.277
N 2.655 0.586 -0.409  -0.439
C 3.517 0.540 -1.395  0.080
C 4.818 1.048 -1.303  -0.262
C 5.212 1.633 -0.123  -0.126
C 4.307 1.691 0.943  -0.142
C 4.652 2.265 2.206  0.113
N 5.833 2.817 2.471  -0.625
H 1.698 2.110 5.062  0.220
H -0.601 1.208 4.556  0.216
H -1.067 0.383 2.273  0.219
H 3.162 0.077 -2.307  0.216
H 5.491 0.973 -2.145  0.213
H 6.202 2.050 0.010  0.223
Cl -1.458 2.914 -6.485  -0.009
C -0.885 1.852 -5.254  -0.173
C -0.753 2.292 -3.939  -0.052
Cl -1.173 3.916 -3.560  0.007
C -0.279 1.459 -2.950  -0.182
Cl -0.114 2.018 -1.345  0.034
C 0.100 0.106 -3.203  0.469
O 0.538 -0.665 -2.322  -0.800
C -0.046 -0.287 -4.569  -0.192
Cl 0.426 -1.897 -4.941  0.009
C -0.522 0.545 -5.557  -0.061
Cl -0.664 -0.018 -7.179  0.006
S 0.365 -5.145 2.129  -0.374
C 0.589 -3.486 1.953  -0.529
S 1.944 -2.865 1.148  -0.438
S -0.548 -2.410 2.598  -0.448
C -1.720 -2.766 -0.864  -0.818
S -2.024 -1.053 -0.324  1.268
O -2.301 -0.282 -1.543  -1.015
C -3.676 -1.423 0.347  -0.143
C -3.833 -2.163 1.506  -0.255
C -5.109 -2.396 1.989  -0.206
C -6.213 -1.882 1.325  -0.231
C -6.044 -1.129 0.175  -0.228
C -4.771 -0.898 -0.314  -0.255
H -2.541 -3.095 -1.495  0.218
H -1.622 -3.392 0.016  0.269
H -0.790 -2.748 -1.424  0.254
H -2.964 -2.543 2.025  0.279
H -5.241 -2.979 2.888  0.206
H -7.207 -2.061 1.715  0.194
H -6.906 -0.721 -0.335  0.198
H -4.601 -0.316 -1.208  0.246

(4)
The following is a quantum chemistry calculation of a molecular structure, C36H30As2AuI, from the Open Molecules 2025 dataset.

Calculated values
- E_HOMO (eV) = -13.57
- strongest force on any atom (eV/A) = 1.266
- charge = +2

Last column: natural (NBO) charge in e.
Geometry (Å):
Au -0.913 -0.410 0.076  0.777
C 1.057 2.638 0.290  -0.721
C 2.043 1.641 -0.261  -0.722
As 1.614 -0.211 0.196  1.129
C 3.087 -1.185 -0.561  -0.401
C 4.365 -0.787 -0.174  -0.153
C 5.461 -1.439 -0.718  -0.205
C 5.280 -2.469 -1.633  -0.155
C 4.003 -2.857 -2.012  -0.189
C 2.896 -2.213 -1.477  -0.202
C 1.764 -0.377 2.109  -0.325
C 2.739 -1.198 2.670  -0.244
C 2.842 -1.301 4.050  -0.175
C 1.968 -0.601 4.869  -0.162
C 0.970 0.189 4.310  -0.215
C 0.859 0.292 2.935  -0.170
As -0.785 2.156 -0.146  0.938
C -0.929 2.269 -2.071  -0.288
C -0.240 1.348 -2.864  -0.255
C -0.329 1.411 -4.245  -0.184
C -1.125 2.379 -4.843  -0.170
C -1.840 3.272 -4.059  -0.186
C -1.751 3.216 -2.675  -0.232
C -1.763 3.655 0.549  -0.267
C -2.803 3.502 1.457  -0.243
C -3.452 4.626 1.947  -0.180
C -3.060 5.890 1.531  -0.165
C -2.023 6.038 0.618  -0.188
C -1.367 4.922 0.123  -0.239
H 1.235 3.635 -0.111  0.267
H 1.117 2.710 1.376  0.254
H 3.050 1.821 0.119  0.270
H 2.092 1.695 -1.349  0.259
H 4.512 0.004 0.551  0.217
H 6.457 -1.140 -0.421  0.243
H 6.142 -2.970 -2.052  0.244
H 3.867 -3.659 -2.724  0.241
H 1.897 -2.505 -1.776  0.231
H 3.416 -1.755 2.037  0.232
H 3.605 -1.932 4.484  0.240
H 2.054 -0.680 5.944  0.242
H 0.273 0.717 4.948  0.236
H 0.058 0.886 2.511  0.191
H 0.363 0.571 -2.409  0.193
H 0.213 0.699 -4.854  0.233
H -1.197 2.426 -5.921  0.240
H -2.472 4.016 -4.524  0.239
H -2.322 3.909 -2.073  0.229
H -3.108 2.515 1.785  0.215
H -4.263 4.515 2.654  0.237
H -3.563 6.766 1.919  0.242
H -1.723 7.023 0.285  0.241
H -0.573 5.045 -0.602  0.223
I -3.675 -0.507 -0.031  0.409
C -3.530 -2.607 -0.063  -0.144
C -4.701 -3.297 -0.137  -0.221
C -4.663 -4.705 -0.156  -0.189
C -3.461 -5.344 -0.104  -0.131
C -2.243 -4.625 -0.014  -0.074
C -1.009 -5.309 0.049  -0.135
C 0.164 -4.631 0.168  -0.210
C 0.157 -3.220 0.240  -0.230
C -1.017 -2.517 0.125  -0.282
C -2.259 -3.198 0.011  -0.059
H -5.653 -2.784 -0.184  0.240
H -5.588 -5.261 -0.208  0.248
H -3.416 -6.426 -0.135  0.238
H -1.015 -6.391 0.026  0.237
H 1.109 -5.156 0.212  0.237
H 1.102 -2.734 0.411  0.199

(5)
The following is a quantum chemistry calculation of 5 unconnected molecules or ions with the total composition C35H77I2N2O21P4, from the Open Molecules 2025 dataset.

Calculated values
- E_HOMO (eV) = -11.72
- strongest force on any atom (eV/A) = 5.435
- charge = +1

Last column: Löwdin charge in e.
Geometry (Å):
C 0.768 4.427 -1.987  -0.066
C 0.809 2.976 -1.280  -0.261
O -0.520 2.402 -1.250  -0.188
C -0.784 1.613 -2.432  -0.190
C -1.878 0.492 -2.127  -0.066
C -1.385 -1.048 -2.337  -0.243
C -1.119 -1.176 -3.902  -0.066
C -1.817 -0.223 -4.928  -0.165
O -1.153 0.742 -5.408  0.009
N -0.140 -1.381 -1.497  -0.020
C 0.622 -2.603 -1.888  -0.628
I 0.769 -4.336 -0.594  1.094
C 2.161 -2.234 -2.305  -0.267
C 2.649 -3.392 -3.345  -0.124
C -0.324 -1.077 -0.027  -0.266
C 0.995 -1.204 0.887  -0.152
C 1.603 0.239 1.352  -0.150
C 2.695 0.687 0.269  -0.098
C 4.098 -0.009 0.537  -0.319
O 4.264 -1.163 1.032  0.072
O 5.282 0.730 0.124  -0.096
C 5.409 0.703 -1.325  -0.220
C 6.412 -0.434 -1.868  -0.067
C -1.699 -1.566 0.617  -0.691
C -1.663 -2.823 1.608  -0.177
I -2.316 0.104 1.975  0.994
N -2.865 -1.723 -0.277  -0.052
C -2.603 -1.917 -1.732  -0.378
C -2.503 -3.517 -1.962  -0.041
C -4.070 -1.575 -2.371  -0.072
C -4.294 -2.077 -3.857  -0.204
O -5.483 -2.235 -4.243  0.023
H 0.102 5.159 -1.407  0.095
H 0.423 4.270 -3.059  0.077
H 1.820 4.869 -1.956  0.085
H 1.097 3.160 -0.177  0.125
H 1.612 2.288 -1.705  0.102
H 0.193 1.193 -2.889  0.126
H -1.192 2.335 -3.235  0.140
H -2.806 0.766 -2.713  0.127
H -2.190 0.654 -1.026  0.098
H -1.354 -2.267 -4.202  0.121
H 0.019 -1.078 -4.079  0.131
H -2.883 -0.313 -5.361  0.149
H 0.520 -0.619 -1.789  0.144
H 0.255 -3.139 -2.839  0.070
H 2.233 -1.264 -2.901  0.100
H 2.882 -2.311 -1.431  0.095
H 3.634 -2.983 -3.778  0.066
H 1.916 -3.415 -4.230  0.090
H 2.794 -4.400 -2.846  0.054
H -0.408 0.080 0.005  0.085
H 1.876 -1.714 0.384  0.063
H 0.827 -1.750 1.876  0.121
H 2.095 0.077 2.381  0.136
H 0.773 1.008 1.533  0.095
H 2.823 1.813 0.349  0.121
H 2.277 0.386 -0.760  0.101
H 4.419 0.577 -1.880  0.112
H 5.837 1.717 -1.639  0.131
H 5.835 -1.296 -2.358  0.069
H 7.139 -0.806 -1.059  0.093
H 7.077 0.015 -2.691  0.080
H -2.122 -2.575 2.636  0.047
H -2.314 -3.694 1.225  0.087
H -0.646 -3.267 1.832  0.023
H -3.516 -0.928 -0.164  0.048
H -3.528 -4.010 -2.150  0.112
H -2.197 -3.951 -0.941  0.042
H -1.795 -3.832 -2.793  0.073
H -4.408 -0.506 -2.159  0.131
H -4.779 -2.224 -1.730  0.150
H -3.488 -2.360 -4.612  0.119
C -6.747 3.453 5.642  -0.096
O -5.486 3.120 5.076  -0.230
P -4.528 4.289 4.542  0.389
O -3.239 3.819 3.993  -0.247
O -4.417 5.300 5.774  -0.217
C -3.988 4.785 7.027  -0.095
O -5.454 5.105 3.525  -0.211
C -5.439 4.731 2.155  -0.100
H -6.879 2.884 6.563  0.101
H -6.831 4.517 5.874  0.092
H -7.535 3.179 4.939  0.081
H -3.490 3.819 6.925  0.092
H -4.861 4.674 7.674  0.090
H -3.302 5.497 7.486  0.095
H -6.458 4.778 1.770  0.091
H -5.054 3.719 2.010  0.077
H -4.820 5.440 1.602  0.093
C 5.248 1.859 -7.143  -0.095
O 4.919 1.086 -5.995  -0.221
P 4.225 -0.346 -6.184  0.405
O 3.946 -1.060 -4.919  -0.245
O 5.182 -1.114 -7.207  -0.213
C 6.562 -1.223 -6.882  -0.087
O 2.946 -0.036 -7.089  -0.200
C 1.723 0.251 -6.426  -0.113
H 6.260 2.248 -7.024  0.096
H 5.205 1.273 -8.064  0.091
H 4.552 2.695 -7.221  0.095
H 6.751 -1.036 -5.823  0.087
H 7.117 -0.498 -7.481  0.093
H 6.907 -2.225 -7.138  0.098
H 1.218 1.060 -6.954  0.096
H 1.881 0.552 -5.388  0.075
H 1.089 -0.638 -6.457  0.084
C 6.824 -0.041 2.818  -0.116
O 8.104 -0.304 3.376  -0.213
P 8.286 -0.278 4.970  0.390
O 9.654 -0.584 5.434  -0.225
O 7.145 -1.260 5.511  -0.222
C 7.103 -2.583 4.996  -0.101
O 7.717 1.156 5.395  -0.220
C 8.629 2.243 5.469  -0.100
H 6.610 -0.782 2.048  0.075
H 6.031 -0.081 3.569  0.089
H 6.833 0.951 2.363  0.089
H 8.043 -2.868 4.519  0.094
H 6.293 -2.645 4.264  0.085
H 6.890 -3.273 5.812  0.093
H 8.145 3.132 5.061  0.088
H 9.544 2.051 4.906  0.088
H 8.876 2.427 6.516  0.094
C -6.928 -2.895 3.441  -0.109
O -7.410 -2.005 4.436  -0.216
P -8.639 -1.032 4.092  0.393
O -9.065 -0.166 5.210  -0.224
O -9.766 -2.011 3.519  -0.221
C -10.164 -3.116 4.318  -0.096
O -8.161 -0.267 2.771  -0.215
C -7.479 0.968 2.927  -0.103
H -6.788 -3.879 3.890  0.093
H -7.617 -2.990 2.599  0.088
H -5.966 -2.532 3.074  0.084
H -9.873 -2.992 5.364  0.094
H -9.698 -4.020 3.919  0.087
H -11.246 -3.225 4.257  0.096
H -6.661 1.009 2.205  0.085
H -7.067 1.085 3.931  0.071
H -8.174 1.784 2.719  0.096

(6)
The following is a quantum chemistry calculation of 5 unconnected molecules or ions with the total composition C6H8Br2Cl12, from the Open Molecules 2025 dataset.

Calculated values
- E_HOMO (spin up / spin down) (eV) = -13.36 / -13.36
- 2S+1 = 2
- strongest force on any atom (eV/A) = 1.782
- expectation value of S² = 0.754
- charge = +1

Last column: Mulliken spin population.
Geometry (Å):
C 0.474 -3.207 1.995  0.001
Cl -0.238 -3.120 0.369  0.004
Cl -0.332 -2.143 3.146  0.001
Cl 2.288 -2.959 1.991  0.004
H 0.363 -4.235 2.339  0.000
C -4.642 -0.944 -0.875  0.000
Cl -3.082 -1.678 -1.205  0.000
Cl -5.929 -2.231 -1.142  0.000
Cl -4.855 0.427 -2.007  0.000
H -4.727 -0.512 0.122  0.000
C 1.348 4.866 -0.753  -0.001
Cl 1.404 3.481 -1.946  0.039
Cl 1.183 4.170 0.877  0.004
Cl -0.076 5.913 -1.076  0.002
H 2.272 5.442 -0.819  0.001
C 4.032 -2.052 -0.561  -0.004
Cl 4.837 -3.523 0.114  0.012
Cl 2.647 -2.608 -1.490  0.133
Cl 5.212 -1.037 -1.544  -0.001
H 3.688 -1.471 0.294  0.006
Br -2.874 1.530 0.965  0.005
C -1.221 1.300 -0.167  0.011
C -0.243 0.521 0.658  -0.030
Br 1.462 0.282 -0.349  0.768
H -0.794 2.266 -0.437  -0.002
H -1.452 0.818 -1.117  0.000
H -0.666 -0.402 1.053  0.026
H -0.078 1.105 1.564  0.020

(7)
The following is a quantum chemistry calculation of a molecular structure, C4H3NO3, from the Open Molecules 2025 dataset.

Calculated values
- E_HOMO (eV) = -9.83
- energy above the lowest of the compared OMol25 structures with the same formula, charge and spin (eV) = 3.984
- strongest force on any atom (eV/A) = 7.381
- charge = 0

Last column: natural (NBO) charge in e.
Geometry (Å):
C -0.326 0.204 0.874  0.567
C -0.805 -0.672 -0.037  -0.498
C -0.140 -0.574 -1.315  0.318
C 1.433 1.145 -0.308  0.894
H -1.386 -0.742 2.292  0.478
H -1.463 -1.638 0.028  0.253
H -0.256 -1.249 -2.279  0.223
N 0.554 1.219 0.656  -0.593
O -0.940 0.401 2.028  -0.581
O 0.663 0.509 -1.602  -0.537
O 2.666 1.397 -0.336  -0.525

(8)
The following is a quantum chemistry calculation of 2 unconnected molecules or ions with the total composition C4H12, from the Open Molecules 2025 dataset.

Calculated values
- E_HOMO (eV) = -11.26
- energy above the lowest of the compared OMol25 structures with the same formula, charge and spin (eV) = 1.415
- strongest force on any atom (eV/A) = 5.409
- charge = 0
- structure (SMILES) = CC.CC

Last column: natural (NBO) charge in e.
Geometry (Å):
C 0.235 -0.970 -1.791  -0.618
C -0.818 -1.062 -2.904  -0.601
H -0.106 -0.034 -1.193  0.208
H 0.157 -1.695 -0.974  0.200
H 1.244 -1.079 -2.331  0.213
H -0.952 -2.056 -3.338  0.204
H -0.330 -0.383 -3.655  0.196
H -1.638 -0.541 -2.659  0.197
C 0.774 0.911 1.739  -0.614
C -0.230 1.043 2.830  -0.588
H 0.996 -0.119 1.774  0.206
H 0.441 1.260 0.712  0.205
H 1.686 1.414 1.997  0.207
H -0.567 2.068 3.070  0.198
H 0.192 0.750 3.941  0.186
H -1.085 0.493 2.780  0.199